No. 1
{
  "formula": "C5H15NO",
  "method": "the ωB97M-V functional and the def2-TZVPD basis",
  "species": ["O", "N", "C", "C", "C", "C", "C", "H", "H", "H", "H", "H", "H", "H", "H", "H", "H", "H", "H", "H", "H", "H"],
  "xyz": [[-0.79, 5.30, 0.40], [0.16, -0.51, -0.09], [0.86, -1.84, 1.95], [1.51, -0.01, -0.05], [-0.05, -1.13, -1.44], [-1.47, -1.47, -1.87], [-0.27, -1.44, 1.00], [-0.12, 5.61, 1.02], [1.25, -0.96, 2.45], [1.61, -2.36, 1.36], [1.75, 0.78, -0.76], [0.55, -0.59, -2.18], [-1.99, -1.92, -1.03], [-1.11, -0.95, 1.48], [-2.02, -0.68, -2.37], [2.20, -0.81, -0.41], [-0.48, -2.38, 0.49], [1.75, 0.34, 0.96], [-1.33, -2.40, -2.43], [0.50, -2.09, -1.33], [0.53, -2.60, 2.67], [-1.26, 6.07, 0.06]],
  "homo_energy_ev": -8.0,
  "charge": 0,
  "smiles": "CCN(C)CC.O"
}

No. 2
{
  "formula": "C3H9NO2",
  "method": "the ωB97M-V functional and the def2-TZVPD basis",
  "species": ["O", "O", "N", "C", "C", "C", "H", "H", "H", "H", "H", "H", "H", "H", "H"],
  "xyz": [[0.02, -1.15, 0.26], [1.31, 1.61, -3.01], [-0.28, -0.75, 2.46], [-0.73, -0.84, 1.17], [2.16, 0.94, -2.09], [-2.19, -0.53, 0.95], [1.87, 1.15, -1.05], [2.16, -0.14, -2.24], [-2.36, 0.54, 1.10], [3.17, 1.32, -2.26], [-2.80, -1.04, 1.70], [0.40, 1.37, -2.78], [0.65, -1.11, 2.62], [-0.92, -0.58, 3.21], [-2.47, -0.78, -0.06]],
  "homo_energy_ev": -10.0,
  "charge": 0,
  "smiles": "CC(N)=O.CO"
}

No. 3
{
  "formula": "C4H14N",
  "method": "the ωB97M-V functional and the def2-TZVPD basis",
  "species": ["N", "C", "C", "C", "C", "H", "H", "H", "H", "H", "H", "H", "H", "H", "H", "H", "H", "H", "H"],
  "xyz": [[0.40, 1.93, 1.16], [-0.30, -1.68, -1.54], [-1.40, -2.42, -2.36], [-0.31, 1.31, 2.34], [1.72, 1.34, 0.69], [-0.90, -2.98, -3.15], [2.35, 1.10, 1.56], [-2.10, -1.75, -2.85], [0.34, -2.44, -1.10], [-0.49, 0.25, 2.09], [-2.07, -3.07, -1.77], [1.51, 0.40, 0.19], [-0.13, 2.11, 0.30], [0.67, 2.86, 1.48], [2.20, 2.04, 0.04], [0.31, 1.27, 3.24], [0.17, -0.90, -2.15], [-1.24, 1.87, 2.47], [-0.72, -1.23, -0.62]],
  "homo_energy_ev": -14.5,
  "charge": 1
}

No. 4
{
  "formula": "C27H71N4O16PV2",
  "method": "the ωB97M-V functional and the def2-TZVPD basis",
  "species": ["V", "V", "P", "O", "O", "O", "O", "O", "O", "O", "O", "O", "O", "O", "O", "O", "O", "O", "O", "N", "N", "N", "N", "C", "C", "C", "C", "C", "C", "C", "C", "C", "C", "C", "C", "C", "C", "C", "C", "C", "C", "C", "C", "C", "C", "C", "C", "C", "C", "C", "H", "H", "H", "H", "H", "H", "H", "H", "H", "H", "H", "H", "H", "H", "H", "H", "H", "H", "H", "H", "H", "H", "H", "H", "H", "H", "H", "H", "H", "H", "H", "H", "H", "H", "H", "H", "H", "H", "H", "H", "H", "H", "H", "H", "H", "H", "H", "H", "H", "H", "H", "H", "H", "H", "H", "H", "H", "H", "H", "H", "H", "H", "H", "H", "H", "H", "H", "H", "H", "H", "H"],
  "xyz": [[-1.36, 0.56, 0.64], [1.61, -0.57, 2.77], [1.35, 1.00, 0.65], [0.57, -0.28, 1.08], [1.32, 3.82, 2.62], [1.24, -2.14, 2.98], [0.14, 1.67, -0.06], [2.71, 0.10, 4.62], [-3.86, -2.77, 1.39], [0.59, 3.39, -1.82], [-0.62, -0.25, 3.68], [4.89, 1.18, -0.43], [-2.31, -0.54, 2.30], [2.46, 0.44, -0.14], [2.81, -2.20, -0.53], [-1.49, -0.46, -0.51], [1.69, 1.35, 2.10], [-3.31, 1.53, -0.44], [2.91, 2.31, -6.20], [-3.44, -2.92, 0.06], [-1.94, 2.40, 1.77], [3.74, -1.04, 2.30], [1.94, 1.06, -2.89], [2.82, 1.29, -4.00], [-4.56, -2.87, -0.92], [-0.57, 3.61, -2.61], [-2.99, -5.37, 0.21], [-1.86, -0.44, 3.47], [2.01, -2.35, -1.67], [-1.81, -3.98, -1.49], [-2.83, -0.57, 4.64], [4.58, -0.87, 3.47], [-3.72, 2.74, 0.16], [-5.37, -1.55, -0.85], [3.55, -0.07, -4.25], [2.48, 4.50, 2.15], [6.02, -0.64, 2.94], [2.00, 1.85, -5.16], [-2.87, -3.90, -2.58], [2.07, 1.22, 5.17], [-3.37, 2.57, 1.63], [-3.85, 3.76, 2.33], [-3.78, 1.48, -1.78], [3.53, 3.57, -6.08], [-1.20, -3.66, 0.82], [5.58, 0.01, -0.79], [-3.90, -2.80, -2.32], [-2.38, -3.92, -0.05], [-5.62, -4.02, -0.91], [4.00, 0.43, 4.14], [-3.94, 1.75, 2.07], [-3.23, 2.17, -2.43], [-0.50, -4.46, 0.55], [-3.38, -5.93, -0.64], [1.77, 1.91, 4.39], [-4.80, 2.90, 0.13], [3.42, 4.08, 2.50], [-2.21, -6.03, 0.60], [-0.62, -2.74, 0.70], [2.66, -1.30, -0.23], [6.71, -0.32, 3.71], [-1.35, -4.94, -1.72], [6.27, -0.32, -0.01], [-3.30, -4.89, -2.75], [3.51, 2.05, -3.63], [-5.92, -4.42, 0.06], [-4.84, 1.76, -1.74], [-3.55, 3.85, 3.38], [-5.90, -1.34, -1.79], [-3.59, 4.67, 1.79], [-1.61, 3.32, 1.55], [6.42, -1.53, 2.44], [2.80, -0.87, -4.29], [3.75, 4.00, -7.06], [-4.70, -2.80, -3.06], [-3.73, -5.34, 1.01], [-3.40, -1.50, 4.64], [2.35, 5.52, 2.52], [-6.60, -3.62, -1.17], [-1.97, 2.49, 2.78], [2.42, 4.53, 1.06], [3.98, 1.30, 3.48], [-3.49, -1.95, 1.72], [1.21, 2.55, -4.89], [-6.19, -1.53, -0.14], [1.26, 0.74, 5.74], [1.20, -1.62, -1.65], [1.45, 0.99, -5.55], [-1.40, 3.69, -1.91], [-3.55, 0.23, 4.50], [4.71, 0.74, 4.91], [-5.21, -4.90, -1.40], [4.11, -0.49, 1.54], [-0.75, 2.73, -3.22], [2.62, -2.14, -2.55], [-0.50, 4.55, -3.17], [-3.26, 3.56, -0.39], [4.11, -0.03, -5.18], [1.67, -3.37, -1.79], [-4.93, 3.75, 2.48], [-4.72, -0.75, -0.52], [2.35, 0.75, -2.02], [1.41, 2.87, 2.49], [3.99, 0.94, -0.22], [3.82, -1.96, 1.89], [-3.84, 0.57, -2.37], [6.14, 0.24, -1.70], [-2.37, -3.56, -3.49], [4.47, -1.72, 4.13], [0.47, 2.71, -1.15], [4.49, 3.40, -5.58], [2.69, 1.85, 5.81], [-3.42, -1.83, -2.41], [6.07, 0.14, 2.18], [-1.12, -3.14, -1.63], [-1.31, -3.81, 1.90], [5.03, -0.88, -1.09], [4.18, -0.35, -3.41], [1.50, 1.88, -2.51], [2.92, 4.21, -5.45], [-2.33, -0.63, 5.62]],
  "homo_energy_ev": [-7.5, -7.5],
  "charge": 0,
  "spin_multiplicity": 3,
  "s2": 2.064
}

No. 5
{
  "formula": "C5H10BNO7S",
  "method": "the ωB97M-V functional and the def2-TZVPD basis",
  "species": ["S", "O", "O", "O", "O", "O", "O", "O", "N", "C", "C", "C", "C", "C", "B", "H", "H", "H", "H", "H", "H", "H", "H", "H", "H"],
  "xyz": [[-1.77, 0.87, 0.93], [-2.32, 2.24, 0.46], [-1.98, 0.66, 2.45], [-2.71, -0.33, 0.09], [1.80, -1.82, 1.65], [0.50, 3.37, 0.43], [3.25, -0.28, 1.93], [1.81, 1.94, -1.19], [2.84, -1.14, 1.13], [0.40, -0.75, -0.29], [0.74, -2.07, 0.67], [-2.14, -0.28, -1.28], [0.07, 0.61, 0.56], [-0.82, -1.24, -1.30], [0.79, 1.99, -0.08], [1.36, -0.63, -1.00], [0.94, -3.05, 0.03], [-0.39, -1.35, -2.39], [0.59, 0.48, 1.62], [-1.17, -2.33, -0.97], [-0.26, -2.26, 1.29], [2.56, 1.39, -0.75], [-1.98, 0.80, -1.70], [0.84, 4.00, -0.30], [-2.95, -0.81, -1.98]],
  "homo_energy_ev": -10.8,
  "charge": 0,
  "smiles": "O=NOC[C@H]1CCOS(=O)(=O)[C@@H]1B(O)O"
}

No. 6
{
  "formula": "C6H13NO",
  "method": "the ωB97M-V functional and the def2-TZVPD basis",
  "species": ["O", "N", "C", "C", "C", "C", "C", "C", "H", "H", "H", "H", "H", "H", "H", "H", "H", "H", "H", "H", "H"],
  "xyz": [[1.56, 1.32, -2.32], [-0.36, 0.49, -1.09], [0.54, 0.32, -2.18], [-0.22, -1.94, 0.70], [-0.43, -0.52, 1.17], [0.19, 1.91, 0.91], [-1.01, -2.92, 1.14], [0.23, 0.51, 0.26], [-0.45, 2.59, 0.34], [0.07, -0.41, 2.14], [-1.87, -2.67, 1.76], [1.33, 2.07, -1.75], [-0.83, -3.96, 0.93], [1.04, -0.64, -2.07], [-0.06, 0.33, -3.09], [0.60, -2.03, 0.02], [-0.97, 1.29, -1.22], [1.27, 0.27, 0.16], [-0.26, 1.87, 1.90], [1.15, 2.40, 1.02], [-1.49, -0.28, 1.27]],
  "homo_energy_ev": -9.3,
  "charge": 0,
  "smiles": "C=CC[C@H](C)NCO"
}

No. 7
{
  "formula": "C32H43Br2N5O11Sr2",
  "method": "the ωB97M-V functional and the def2-TZVPD basis",
  "species": ["Sr", "Sr", "Br", "Br", "O", "O", "O", "O", "O", "O", "O", "O", "O", "O", "O", "N", "N", "N", "N", "N", "C", "C", "C", "C", "C", "C", "C", "C", "C", "C", "C", "C", "C", "C", "C", "C", "C", "C", "C", "C", "C", "C", "C", "C", "C", "C", "C", "C", "C", "C", "C", "C", "H", "H", "H", "H", "H", "H", "H", "H", "H", "H", "H", "H", "H", "H", "H", "H", "H", "H", "H", "H", "H", "H", "H", "H", "H", "H", "H", "H", "H", "H", "H", "H", "H", "H", "H", "H", "H", "H", "H", "H", "H", "H", "H"],
  "xyz": [[-1.50, -4.52, -1.20], [-3.51, -3.82, 1.73], [4.10, -1.68, 0.48], [4.09, -3.29, 4.87], [-3.70, -1.05, 2.20], [0.62, -3.44, -4.67], [-0.96, 3.07, -4.42], [-0.99, -3.17, 1.08], [0.52, -6.21, -0.69], [-2.62, -0.12, 3.80], [0.21, -3.02, -2.55], [3.52, 3.37, -2.32], [4.20, 5.39, -1.76], [-3.79, -3.20, -0.77], [-0.56, 1.44, -3.07], [-0.31, -5.91, 2.48], [0.71, -2.73, -3.63], [-0.95, 2.55, -3.29], [-3.37, -0.02, 2.81], [3.57, 4.38, -1.53], [2.82, 0.07, -5.04], [-1.23, 3.41, -2.17], [2.69, 5.24, 0.68], [2.93, 4.15, -0.18], [2.19, 2.56, 1.55], [-5.59, 2.66, 1.24], [-4.02, 1.31, 2.58], [3.33, -0.13, -2.68], [4.82, -2.41, 2.19], [3.56, 0.44, -3.95], [2.27, -1.09, -2.52], [-1.39, 4.83, -2.26], [3.66, -2.69, 3.10], [1.97, -1.02, -4.91], [1.86, -6.40, -0.21], [2.09, 4.99, 1.97], [-3.62, 2.49, 3.16], [-3.95, -0.72, -1.38], [-4.63, -2.11, -1.18], [-1.07, 5.04, 0.11], [1.64, -1.55, -3.67], [-1.12, 2.88, -0.86], [-1.35, 5.62, -1.16], [1.87, 3.68, 2.36], [-0.84, 3.70, 0.21], [-4.06, 3.78, 2.77], [-0.07, -2.14, 1.29], [-0.54, -0.78, 0.87], [2.60, -5.14, 0.14], [2.63, 2.83, 0.20], [-5.04, 1.46, 1.54], [-5.05, 3.86, 1.82], [-0.92, 1.82, -0.76], [1.37, -1.27, -5.77], [1.66, 3.61, 3.42], [3.07, 0.61, -5.94], [-5.56, 0.60, 1.12], [-5.08, -2.44, -2.12], [2.01, 5.78, 2.70], [1.87, -6.98, 0.70], [0.05, -0.04, 1.41], [2.87, 6.24, 0.31], [0.10, -2.14, 2.36], [-0.89, -5.57, 3.24], [-3.73, 4.67, 3.28], [5.34, -3.31, 1.88], [-1.58, -0.45, 0.99], [3.74, 0.33, -1.79], [0.09, -6.81, 2.69], [-3.44, -0.16, -0.60], [-2.73, 2.57, 3.76], [-5.51, -1.96, -0.55], [-1.50, 5.31, -3.22], [-0.25, -0.72, -0.18], [2.98, -3.41, 2.65], [2.59, -4.58, -0.80], [-4.80, -0.09, -1.65], [2.95, -1.86, 3.17], [0.34, -5.22, 2.13], [2.44, -6.95, -0.95], [-1.52, 6.66, -1.41], [2.10, 1.53, 1.88], [-0.96, -6.13, 1.74], [2.06, -1.45, -1.52], [2.11, -4.59, 0.94], [-1.16, 5.66, 0.99], [5.55, -1.73, 2.63], [-3.22, -0.86, -2.18], [-5.49, 4.77, 1.43], [-0.64, 3.40, 1.22], [2.71, 1.92, -0.38], [-6.48, 2.76, 0.64], [3.61, -5.29, 0.51], [4.25, 1.26, -4.10], [0.97, -2.34, 1.00]],
  "homo_energy_ev": [-14.7, -14.7],
  "charge": 3,
  "spin_multiplicity": 2,
  "s2": 0.754
}

No. 8
{
  "formula": "C14H26N11O4",
  "method": "the ωB97M-V functional and the def2-TZVPD basis",
  "species": ["O", "O", "O", "O", "N", "N", "N", "N", "N", "N", "N", "N", "N", "N", "N", "C", "C", "C", "C", "C", "C", "C", "C", "C", "C", "C", "C", "C", "C", "H", "H", "H", "H", "H", "H", "H", "H", "H", "H", "H", "H", "H", "H", "H", "H", "H", "H", "H", "H", "H", "H", "H", "H", "H", "H"],
  "xyz": [[-3.65, 1.27, 3.68], [0.87, -0.27, 2.85], [3.86, -1.26, -1.81], [0.66, 4.69, -1.29], [-0.67, 1.79, -3.40], [-0.93, -1.44, -2.23], [-4.15, 2.81, 5.27], [-1.14, 0.14, 3.82], [1.88, -0.95, -0.69], [-0.26, -0.57, -3.01], [1.91, 2.80, -1.22], [2.83, 4.82, -0.65], [-5.31, 2.77, 3.30], [-1.05, -0.81, 1.75], [-2.03, 0.49, -1.90], [-4.33, 2.22, 4.06], [2.72, -0.88, -1.89], [2.25, -0.30, -3.26], [1.35, -5.10, 0.77], [1.44, -3.41, -1.07], [1.24, -4.79, -0.65], [1.75, -2.30, -0.17], [1.90, -2.62, 1.25], [0.92, -0.93, -3.84], [-0.97, 0.63, -2.81], [-0.36, -0.31, 2.81], [-1.96, -0.84, -1.55], [1.71, -4.01, 1.70], [1.73, 4.14, -1.07], [-5.48, 2.36, 2.40], [-0.77, -2.44, -2.09], [2.74, 5.82, -0.53], [2.13, 0.82, -3.17], [2.14, -1.85, 2.01], [1.00, -2.05, -3.94], [0.04, 1.78, -4.13], [1.81, -4.30, 2.77], [-5.87, 3.55, 3.60], [-0.51, -1.16, 0.98], [3.71, 4.38, -0.47], [0.76, -0.50, -4.86], [0.97, -5.57, -1.41], [-4.70, 3.59, 5.59], [1.17, -6.14, 1.11], [-1.16, 2.65, -3.12], [-2.14, 0.11, 3.80], [3.07, -0.47, -4.00], [2.39, -0.44, 0.04], [1.13, 2.25, -1.53], [1.32, -3.18, -2.16], [2.79, 2.35, -1.04], [-3.43, 2.44, 5.87], [-0.67, 0.52, 4.63], [-2.57, -1.45, -0.86], [-2.05, -0.85, 1.72]],
  "homo_energy_ev": -11.1,
  "charge": 1
}

No. 9
{
  "formula": "C2H3BrO",
  "method": "the ωB97M-V functional and the def2-TZVPD basis",
  "species": ["Br", "O", "C", "C", "H", "H", "H"],
  "xyz": [[2.13, 0.70, -0.01], [0.77, -1.82, -0.06], [-0.65, 0.24, 0.06], [0.60, -0.54, 0.04], [-0.49, 1.20, 0.48], [-0.84, 0.39, -1.09], [-1.51, -0.17, 0.58]],
  "homo_energy_ev": -10.6,
  "charge": 0,
  "smiles": "CC(=O)Br"
}

No. 10
{
  "formula": "C48H46Cl2MgN5P2S2Te",
  "method": "the ωB97M-V functional and the def2-TZVPD basis",
  "species": ["Te", "Cl", "Cl", "S", "S", "P", "P", "Mg", "N", "N", "N", "N", "N", "C", "C", "C", "C", "C", "C", "C", "C", "C", "C", "C", "C", "C", "C", "C", "C", "C", "C", "C", "C", "C", "C", "C", "C", "C", "C", "C", "C", "C", "C", "C", "C", "C", "C", "C", "C", "C", "C", "C", "C", "C", "C", "C", "C", "C", "C", "C", "C", "H", "H", "H", "H", "H", "H", "H", "H", "H", "H", "H", "H", "H", "H", "H", "H", "H", "H", "H", "H", "H", "H", "H", "H", "H", "H", "H", "H", "H", "H", "H", "H", "H", "H", "H", "H", "H", "H", "H", "H", "H", "H", "H", "H", "H", "H"],
  "xyz": [[-2.38, 3.87, -0.33], [-3.58, -0.98, 4.09], [-0.89, -0.28, 3.10], [4.03, -3.06, -2.27], [2.83, -0.44, -1.37], [0.56, 2.39, 0.44], [-0.59, 1.70, -2.12], [0.60, -0.46, 0.17], [3.43, 0.50, 3.82], [0.45, -2.12, -1.30], [-1.69, -0.92, -0.13], [1.52, -2.77, -1.86], [-0.66, 8.47, -0.82], [-2.08, 3.18, -4.07], [-0.99, 2.98, 2.72], [1.28, 3.50, -3.31], [-3.16, 1.28, -3.09], [-1.86, -1.44, 4.00], [3.11, 5.39, -0.72], [-1.23, 6.58, 0.56], [2.00, 4.65, -0.35], [-1.71, 6.52, -1.77], [2.17, 1.62, -5.15], [-0.70, 7.85, 0.37], [-0.32, 4.36, 4.56], [-4.34, 2.63, -4.69], [1.20, 1.28, -4.22], [1.66, -1.66, 1.66], [3.44, -0.03, 2.46], [-3.22, 3.44, -4.81], [0.90, 4.59, 3.94], [4.36, 4.78, -0.77], [-3.16, -2.20, -1.51], [-1.89, -1.85, -1.07], [-4.31, 1.54, -3.83], [-0.58, 2.99, -0.83], [0.74, 2.22, -3.29], [-1.73, 5.89, -0.53], [2.64, -2.07, -1.82], [-2.75, -0.28, 0.36], [-1.16, 7.80, -1.85], [2.71, 2.91, -5.15], [2.11, 3.30, -0.01], [0.23, 3.21, 2.06], [5.06, -1.86, -3.13], [1.17, 4.01, 2.70], [3.71, -2.50, 2.69], [1.99, -4.06, 2.16], [-2.04, 2.10, -3.19], [4.49, 3.44, -0.45], [4.37, -0.13, 4.72], [3.26, -3.81, 2.64], [-4.26, -1.56, -0.97], [-4.05, -0.57, -0.03], [2.27, 3.84, -4.23], [-0.71, -2.49, -1.68], [-1.26, 3.54, 3.95], [2.91, -1.44, 2.25], [3.37, 2.71, -0.06], [2.10, 0.56, 4.40], [1.23, -3.00, 1.67], [3.00, 6.44, -0.98], [-3.27, -2.97, -2.26], [5.23, 5.35, -1.08], [5.35, -0.19, 4.25], [-3.13, 0.43, -2.43], [-4.87, -0.01, 0.41], [-0.83, -3.25, -2.45], [-1.79, -2.40, 3.50], [1.65, 5.21, 4.41], [-1.22, 6.13, 1.55], [0.80, 0.27, -4.20], [5.45, 2.95, -0.50], [1.02, 5.11, -0.35], [1.62, -0.42, 4.48], [3.49, 1.66, 0.18], [-1.12, 8.31, -2.81], [4.08, -1.15, 5.03], [1.46, 1.21, 3.79], [4.68, -1.65, -4.12], [-2.09, 6.03, -2.65], [4.46, 0.47, 5.63], [-0.29, 8.40, 1.20], [5.10, -0.94, -2.55], [4.47, 0.04, 2.10], [-2.55, 0.49, 1.09], [4.72, -2.30, 3.04], [2.68, 4.84, -4.22], [-0.53, 4.81, 5.53], [-1.22, 3.82, -4.17], [3.90, -4.62, 2.97], [0.93, 4.22, -2.58], [-5.23, 2.84, -5.27], [0.25, -3.25, 1.25], [-1.73, 2.35, 2.25], [-5.17, 0.89, -3.74], [-3.24, 4.29, -5.48], [2.13, 4.19, 2.24], [2.82, 0.65, 1.87], [1.60, -5.07, 2.12], [-1.47, -1.49, 5.01], [6.06, -2.29, -3.20], [-5.26, -1.81, -1.29], [-2.21, 3.35, 4.43], [3.49, 3.17, -5.86], [2.17, 1.00, 5.40], [2.53, 0.88, -5.85]],
  "homo_energy_ev": -4.1,
  "charge": -1
}

No. 11
{
  "formula": "C3H3NO2",
  "method": "the ωB97M-V functional and the def2-TZVPD basis",
  "species": ["O", "O", "N", "C", "C", "C", "H", "H", "H"],
  "xyz": [[-0.47, -0.83, -0.94], [0.12, 1.86, -0.08], [2.79, -0.31, 0.27], [0.26, -0.29, 0.01], [1.66, -0.37, 0.13], [-1.12, -0.61, 0.32], [-1.81, 0.12, 0.43], [-0.19, 1.94, -0.93], [-1.23, -1.49, 0.80]],
  "homo_energy_ev": [-10.3, -10.3],
  "charge": 0
}

no.,E (a.u.)
1,-329.44081
2,-324.94069
3,-215.27594
4,-4723.66991
5,-1200.81867
6,-366.36213
7,-7554.61680
8,-1452.19491
9,-2727.24000
10,-4998.12084
11,-321.15662